9
Properties=species:S:1:pos:R:3:mulliken_charge:R:1 method="wB97M-V/def2-TZVPD" homo_lumo_gap_ev="8.7 / 7.1" multiplicity=2 total_charge=+1 de_lowest_kj_mol=242.4
C 0.352 -0.233 -0.523 -0.345
O 0.164 0.313 1.521 -0.284
C -0.782 0.218 0.525 0.743
C 1.121 -0.158 0.570 0.051
O -1.948 0.014 0.786 -0.421
In -3.412 0.818 -0.195 0.632
H 0.150 -0.982 -1.323 0.351
H 2.181 -0.046 0.791 0.359
F 2.175 0.056 -2.150 -0.086

***

10
Properties=species:S:1:pos:R:3:mulliken_charge:R:1 method="wB97M-V/def2-TZVPD" homo_lumo_gap_ev="6.7 / 6.7" multiplicity=1 total_charge=+2 de_lowest_kj_mol=194.7
O 1.433 0.654 -0.373 -0.305
C 1.915 -0.502 -0.033 0.091
O 1.546 -1.416 -0.847 -0.547
Li 0.987 -0.258 -2.366 0.944
Pb 2.342 -2.761 0.583 1.379
C 1.099 1.514 0.956 0.099
C 0.527 0.579 1.877 -0.212
H 0.413 2.348 0.753 0.348
H 2.105 1.779 1.317 0.284
F -0.415 -0.250 1.472 -0.080

***

9
Properties=species:S:1:pos:R:3:mulliken_charge:R:1 method="wB97M-V/def2-TZVPD" homo_lumo_gap_ev=6.6 multiplicity=1 total_charge=+2 de_lowest_kj_mol=0.0
F 0.368 -1.317 -2.029 -0.130
O -0.292 1.337 1.136 -0.625
O -0.573 0.585 -1.567 -0.585
C 0.124 0.139 1.250 0.213
C 0.341 -0.750 0.195 -0.488
C 0.086 -0.372 -1.130 0.794
H 0.549 -0.139 2.226 0.390
H 0.659 -1.768 0.405 0.407
Lu -1.262 2.285 -0.486 2.024

***

7
Properties=species:S:1:pos:R:3:mulliken_charge:R:1 method="wB97M-V/def2-TZVPD" homo_lumo_gap_ev="8.6 / 8.2" multiplicity=1 de_lowest_kj_mol=540.4
C 0.739 0.948 -0.086 -0.182
C 1.438 -0.153 -0.193 -0.070
C 0.033 -0.358 -0.100 0.608
N -1.045 -0.916 -0.035 -0.529
F 3.528 -0.328 0.051 -0.459
H 0.626 2.003 0.018 0.340
H -1.204 -1.911 -0.040 0.291